ORCA calculation (ωB97M-V/def2-TZVPD) on a cluster of 8 separate species, C26H74N10O8 in total.

SMILES string   COC[C@H](C)N.COC[C@H](C)N.COC[C@H](C)N.COC[C@H](C)N.COC[C@H](C)N.COC[C@H](C)N.NC(N)=O.NC(N)=O
Energy   -2184.272810 hartree
Lowest unoccupied orbital energy   0.30 eV
Gap between HOMO and LUMO   9.272 eV

Each line ends with the Mulliken charge.
Atoms and positions in Å:
H: 26.430 6.767 22.024  0.44
H: 28.074 6.093 23.977  0.28
H: 20.790 1.523 22.759  0.30
O: 21.953 4.430 22.545  -0.73
N: 17.976 7.188 20.919  -0.41
H: 20.291 8.348 25.288  0.33
C: 22.474 11.451 24.009  1.16
O: 18.504 4.179 24.919  -0.40
H: 24.428 4.808 20.046  0.18
H: 20.586 6.904 21.356  -0.67
H: 23.908 6.766 18.636  0.20
H: 22.482 11.908 26.182  0.26
H: 15.980 2.852 22.978  0.33
H: 17.770 3.069 22.662  0.15
N: 23.201 7.388 19.000  -0.34
H: 26.312 9.502 22.244  0.24
H: 22.574 10.429 19.738  0.37
H: 25.871 4.053 19.546  0.32
H: 25.715 8.258 19.933  0.64
H: 17.093 1.537 22.341  0.33
H: 17.646 11.795 21.855  0.15
H: 26.318 11.270 21.962  0.27
H: 19.082 12.663 21.064  0.14
H: 21.994 6.107 20.689  -0.07
H: 19.768 4.879 23.648  0.09
C: 25.862 4.744 21.514  0.29
H: 19.807 2.912 25.897  0.34
C: 21.204 -2.704 21.438  -1.32
C: 17.952 5.979 20.072  1.08
H: 21.649 9.412 18.591  0.46
O: 18.281 5.417 17.723  -0.41
H: 21.564 10.848 25.593  0.28
H: 21.239 -2.687 23.678  0.36
C: 22.355 9.409 19.422  -1.49
C: 17.203 2.123 24.529  0.84
H: 16.142 5.267 20.930  0.36
C: 18.532 6.430 18.701  -0.46
N: 21.255 6.148 21.377  0.55
H: 24.323 3.865 22.202  0.23
C: 27.349 5.316 24.220  -0.79
C: 21.159 5.313 22.380  0.72
H: 18.645 5.345 20.625  -0.16
H: 18.120 1.534 24.511  0.02
H: 26.913 4.504 21.356  0.39
O: 26.117 5.807 23.879  -0.32
C: 23.683 8.717 19.188  0.15
N: 18.125 10.935 22.079  -0.50
C: 19.530 3.966 25.916  -1.02
H: 16.413 4.125 25.074  0.33
H: 17.164 7.742 20.690  0.35
H: 20.434 4.501 25.623  0.32
H: 24.000 9.770 24.259  0.38
H: 22.486 7.337 18.289  0.18
C: 26.289 10.288 21.490  -0.74
H: 25.684 3.350 22.925  0.38
H: 24.106 9.189 18.301  0.20
N: 19.601 11.831 20.822  -0.44
O: 19.674 9.596 21.136  -0.33
O: 25.191 10.142 20.600  -0.44
H: 24.802 6.398 22.427  -0.16
H: 23.527 12.490 22.506  0.30
H: 20.527 -2.585 20.592  0.30
H: 22.881 9.608 22.956  -0.16
O: 22.153 9.068 24.831  -0.51
H: 16.273 0.927 25.893  0.27
H: 21.671 11.496 23.273  -0.33
H: 18.796 7.709 20.642  -0.20
H: 16.140 4.911 19.171  0.31
C: 25.808 5.979 22.448  -0.25
C: 23.472 12.498 23.595  -1.47
O: 21.720 -0.232 23.357  -0.42
H: 20.207 4.990 16.713  0.32
N: 21.910 11.769 25.361  -0.83
C: 17.289 3.528 25.325  -0.82
H: 24.548 8.358 21.292  -0.27
H: 19.472 6.375 16.090  0.34
H: 19.918 -0.903 24.091  0.32
H: 22.034 -2.045 21.185  0.34
H: 19.325 6.159 22.565  0.01
H: 17.324 3.512 26.414  0.33
H: 19.680 -0.508 22.360  0.35
H: 27.186 10.293 20.870  0.33
H: 20.944 1.475 24.455  0.21
C: 24.840 8.774 20.327  0.04
H: 22.280 1.855 23.368  0.29
H: 20.738 8.426 23.414  0.12
H: 17.989 7.221 18.183  0.36
C: 22.959 9.946 23.989  -0.02
H: 20.314 9.684 24.145  0.34
H: 19.321 -3.596 23.764  0.25
C: 16.973 2.403 22.991  -1.17
C: 19.219 5.423 16.557  -0.88
H: 16.023 6.535 19.717  0.41
H: 21.681 -3.682 21.493  0.33
C: 25.510 4.941 20.065  -1.28
H: 23.244 13.505 23.944  0.42
N: 20.047 5.610 23.010  0.37
C: 20.833 8.773 24.443  -0.55
H: 21.772 8.995 20.244  0.20
N: 15.989 1.356 25.024  -0.73
H: 18.788 4.847 15.739  0.30
H: 24.496 12.332 23.928  0.32
H: 27.618 4.435 23.637  0.31
H: 25.781 5.898 19.620  0.33
H: 18.527 -2.385 23.103  0.24
C: 16.500 5.583 19.951  -1.56
H: 20.449 11.738 20.281  0.24
N: 25.254 3.514 22.026  -0.62
H: 15.201 1.945 25.251  0.27
N: 19.301 -3.012 22.940  -0.67
H: 19.166 4.317 26.882  0.37
C: 21.456 1.164 23.544  -0.60
H: 17.669 10.082 22.372  0.27
H: 19.617 6.416 18.799  0.25
C: 20.387 -0.867 23.108  -0.68
H: 27.477 4.953 25.240  0.27
C: 20.636 -2.380 22.824  0.39
C: 19.193 10.695 21.349  0.43